{
  "formula": "C38H32GaN7S3",
  "method": "wB97M-V/def2-TZVPD",
  "symbols": ["Ga", "C", "N", "C", "C", "N", "C", "C", "C", "C", "C", "C", "N", "C", "N", "C", "C", "C", "C", "C", "C", "N", "H", "H", "H", "H", "H", "H", "H", "H", "H", "H", "H", "H", "H", "H", "H", "S", "C", "S", "C", "N", "N", "C", "C", "C", "C", "C", "C", "S", "H", "H", "H", "H", "H", "C", "C", "C", "C", "C", "C", "C", "C", "C", "C", "C", "C", "C", "C", "H", "H", "H", "H", "H", "H", "H", "H", "H", "H", "H", "H"],
  "coordinates": [[-0.496344, 1.018354, -1.224277], [-0.080144, 3.309754, -1.561977], [-0.610144, 2.757454, -0.266877], [-1.867344, 3.263654, 0.140523], [-2.694944, 2.590454, -0.866677], [-2.125344, 1.946854, -1.878577], [-3.226344, 1.370354, -2.515677], [-3.298244, 0.534154, -3.642077], [-4.539944, 0.058354, -4.084877], [-5.713644, 0.414754, -3.423877], [-5.683144, 1.252554, -2.305877], [-4.427644, 1.702654, -1.885677], [-4.051044, 2.497454, -0.839977], [0.375756, 2.265054, -2.588277], [-0.321944, 1.279954, -3.170877], [0.513256, 0.767654, -4.140677], [0.305756, -0.275646, -5.057977], [1.301256, -0.562246, -6.001877], [2.490956, 0.166754, -6.027677], [2.731256, 1.192554, -5.107277], [1.719156, 1.456954, -4.180577], [1.619456, 2.370354, -3.166777], [0.778456, 3.943454, -1.301777], [-0.784644, 3.994854, -2.054077], [0.395556, 2.719354, 0.397523], [-1.937444, 4.354154, 0.097823], [-2.123844, 2.924454, 1.148023], [-2.389544, 0.257554, -4.154177], [-4.580344, -0.597246, -4.950577], [-6.667044, 0.032754, -3.781477], [-6.594144, 1.528854, -1.787277], [-4.664344, 2.898854, -0.148877], [-0.617444, -0.841446, -5.040177], [1.138056, -1.358346, -6.723977], [3.245256, -0.067846, -6.775577], [3.656256, 1.757654, -5.124777], [2.317956, 3.055954, -2.927077], [5.456756, -3.417546, 1.624423], [3.933056, -2.911746, 1.144323], [3.775656, -1.429946, 0.201823], [2.056256, -1.601246, 0.302123], [1.615456, -2.646046, 0.916823], [2.658056, -3.429746, 1.388423], [2.235756, -4.625746, 2.059623], [3.093356, -5.671346, 2.422823], [2.619556, -6.816646, 3.081723], [1.269356, -6.948246, 3.384523], [0.390056, -5.937646, 3.021423], [0.869456, -4.797546, 2.366223], [0.911256, -0.514646, -0.334377], [4.147556, -5.661446, 2.184623], [3.315456, -7.608046, 3.347123], [0.903756, -7.835746, 3.891823], [-0.670544, -6.022846, 3.239923], [0.148656, -4.024746, 2.099323], [-1.791444, 0.053254, 5.731223], [-0.523744, -0.114346, 5.172123], [-0.323744, 0.102154, 3.805123], [-1.392944, 0.505154, 2.978223], [-2.669944, 0.641254, 3.554223], [-2.864944, 0.425654, 4.921523], [-1.263044, 0.720554, 1.506423], [-0.170144, 1.034254, 0.760623], [1.191056, 1.442054, 1.244323], [1.365756, 2.161454, 2.445823], [2.638156, 2.562854, 2.863123], [3.756756, 2.266254, 2.085223], [3.603756, 1.576554, 0.882823], [2.333256, 1.174654, 0.460023], [-1.944244, -0.117146, 6.789023], [0.304556, -0.422046, 5.797223], [0.662656, -0.073746, 3.404823], [-3.519244, 0.925754, 2.944723], [-3.850844, 0.544354, 5.352223], [-2.191044, 0.565654, 0.960923], [0.519356, 2.436454, 3.058623], [2.754956, 3.112254, 3.788423], [4.741056, 2.579254, 2.408923], [4.471056, 1.354254, 0.274423], [2.254456, 0.641054, -0.477177], [0.086256, -0.178146, -2.131377]],
  "atomic_forces_ev_per_a": [[-1.8, -4.1, 1.8], [0.3, 2.1, -0.3], [5.0, 5.6, -0.5], [0.1, 0.6, 0.2], [-1.9, 0.3, 0.1], [-4.4, 0.1, 1.7], [-0.6, -1.2, -1.7], [-0.1, -0.1, -0.1], [0.9, 0.4, 0.3], [-0.3, 0.4, 0.6], [0.3, -0.3, -0.4], [-0.4, -0.4, -0.7], [0.9, 0.6, 0.5], [0.9, 2.0, -1.7], [1.1, 2.1, -2.8], [0.3, -0.9, -1.4], [0.2, 0.0, -0.2], [-0.9, 0.1, 0.6], [0.4, 0.7, 0.5], [-0.2, -0.5, -0.4], [0.3, 0.2, 0.1], [1.1, 0.6, 0.3], [0.2, -0.3, -0.4], [0.0, -0.3, 0.2], [-3.8, 1.2, -1.4], [-0.2, 0.2, 0.0], [0.2, -0.1, -0.1], [0.0, 0.0, 0.0], [0.0, 0.1, 0.2], [0.2, 0.1, 0.1], [0.1, 0.0, 0.0], [0.2, 0.0, 0.0], [0.1, 0.0, 0.0], [0.0, 0.1, 0.2], [-0.1, 0.1, 0.2], [-0.1, -0.1, 0.0], [-0.1, -0.1, 0.1], [-0.7, -0.1, -0.1], [-0.2, -0.8, 0.4], [0.1, -1.4, 0.6], [-0.3, 0.3, -0.1], [0.4, -0.6, 0.3], [1.2, 0.8, -0.4], [-0.2, -0.6, 0.4], [0.3, -0.4, 0.0], [-0.3, 0.6, -0.2], [0.1, -0.1, 0.1], [0.6, 0.4, -0.3], [-0.4, 0.3, 0.0], [-0.6, -8.2, -0.5], [-0.1, 0.4, 0.0], [0.0, 0.2, -0.1], [0.1, 0.1, 0.0], [0.2, 0.1, -0.1], [0.4, -0.2, 0.0], [0.0, 0.1, -0.2], [-0.4, 0.2, -0.5], [-0.6, -0.1, 0.5], [0.0, -0.1, -0.5], [0.5, -0.1, 0.7], [0.4, 0.0, -0.3], [0.5, 0.2, 1.0], [-0.1, -3.8, 1.8], [0.2, 0.6, 0.7], [0.3, 0.3, -0.5], [0.3, -0.2, -0.5], [-0.3, 0.1, 0.3], [-0.8, 0.5, 0.3], [2.8, 2.8, 1.2], [0.0, 0.0, 0.0], [0.0, 0.0, 0.0], [0.0, 0.0, -0.2], [0.0, 0.0, -0.1], [0.0, 0.0, 0.0], [-0.2, -0.2, 0.1], [-0.1, -0.2, -0.1], [0.0, 0.0, 0.0], [0.0, 0.0, 0.1], [0.0, 0.0, 0.0], [1.0, 1.3, 0.2], [-1.6, -1.1, 0.5]],
  "de_lowest_kcal_mol": 104.5,
  "homo_energy_ev": [-5.268, -5.267],
  "gap_ev": [4.8, 4.8],
  "total_charge": 0
}